[1]
23
Properties=species:S:1:pos:R:3:forces:R:3:mulliken_spin:R:1 method="wB97M-V/def2-TZVPD" homo_lumo_gap_ev="4.85 / 5.15" homo_ev="-5.1 / -5.6" relative_energy_kcal_mol=45.7 multiplicity=8 lumo_ev="-0.2497 / -0.4824" s_squared=15.7810
C 0.949 -1.239 -0.224 -0.36 -0.59 -0.90 -0.06
C 1.760 -2.256 0.350 -0.25 -0.13 -0.59 0.01
C 1.885 -3.320 -0.589 -0.50 0.98 -0.21 0.01
C 1.156 -2.967 -1.768 -0.02 0.50 0.70 0.02
C 0.558 -1.691 -1.559 0.55 0.06 1.08 0.01
Gd -0.237 1.870 -1.759 1.27 -0.27 -2.36 6.72
P 1.554 3.287 -0.207 0.83 0.99 0.67 0.13
H 0.696 -0.277 0.242 0.16 -0.27 -0.14 -0.01
H 2.198 -2.218 1.346 -0.03 -0.03 -0.26 0.00
H 2.463 -4.230 -0.446 -0.18 0.19 -0.02 0.00
H -0.099 -1.142 -2.248 0.19 -0.33 0.15 -0.02
H 1.055 -3.582 -2.663 0.03 0.22 0.28 0.00
H 2.527 4.153 -0.838 -0.38 -0.50 0.39 0.01
H 2.458 2.605 0.705 -0.26 0.55 -0.26 0.06
H 1.054 4.289 0.712 0.40 -0.55 -0.26 0.02
N -1.951 -0.134 1.513 -0.63 0.43 0.08 0.00
C -2.235 0.929 0.762 1.64 0.13 -1.27 -0.01
N -3.260 1.731 1.061 -0.37 0.13 0.15 0.01
O -1.487 1.238 -0.255 -2.84 -1.13 3.25 0.12
H -2.551 -0.357 2.301 0.36 -0.10 -0.33 0.00
H -1.203 -0.767 1.239 0.18 -0.01 -0.20 -0.01
H -3.451 2.524 0.455 0.11 -0.40 0.36 0.00
H -3.839 1.554 1.870 0.07 0.16 -0.33 0.00

[2]
14
Properties=species:S:1:pos:R:3:forces:R:3:nbo_charge:R:1 method="wB97M-V/def2-TZVPD" homo_lumo_gap_ev=8.27 homo_ev=-8.2 relative_energy_kcal_mol=80.3 lumo_ev=0.0970
C 2.178 -0.089 0.351 -0.13 0.03 0.06 -0.41
N 1.323 0.346 -0.762 -0.55 0.40 -0.05 -0.60
C -0.072 0.367 -0.635 -0.79 0.02 0.27 0.31
N -0.956 0.760 -1.531 -1.04 -0.99 0.29 -0.21
N -2.577 0.209 -0.617 1.55 0.01 -0.24 -0.50
C -2.004 -0.363 0.422 0.49 0.13 0.35 0.06
C -0.660 -0.154 0.560 0.11 -0.27 0.58 -0.46
H 1.792 -1.022 0.778 0.03 0.24 -0.15 0.22
H 3.196 -0.300 -0.008 -0.43 0.17 -0.14 0.21
H 2.259 0.654 1.161 -0.09 -0.15 -0.20 0.18
H 1.772 0.967 -1.419 -0.39 -0.08 -0.02 0.40
H -3.507 -0.209 -0.837 1.18 0.65 -0.98 0.39
H -2.534 -1.038 1.096 -0.25 0.49 0.03 0.21
H -0.179 -0.059 1.514 0.31 -0.65 0.20 0.22

[3]
14
Properties=species:S:1:pos:R:3:forces:R:3:nbo_charge:R:1 method="wB97M-V/def2-TZVPD" homo_lumo_gap_ev="8.36 / 8.37" homo_ev="-9.8 / -9.8" relative_energy_kcal_mol=65.3 lumo_ev="-1.4715 / -1.4709"
C -1.079 -0.710 -1.425 3.31 1.21 -1.62 -0.29
C 0.854 -0.052 -0.271 0.23 -0.49 -1.71 0.08
N 1.598 1.056 2.088 -0.22 0.53 -2.13 -1.05
O 1.899 -1.508 1.715 -1.26 1.45 -0.11 -0.89
O 3.282 0.081 0.535 -0.94 0.80 -0.09 -0.89
O -0.197 -0.788 -0.242 -0.99 -0.36 0.35 -0.43
S 1.989 -0.221 1.068 3.31 -1.50 1.56 2.23
Cl 2.212 -1.066 -2.137 -1.33 0.98 1.52 -0.46
H -0.267 -0.932 -2.190 -1.35 -0.20 0.19 0.25
H -1.259 0.365 -1.595 -0.76 -0.55 0.24 0.19
H -1.898 -1.414 -1.498 0.07 0.12 0.89 0.23
H 0.854 0.977 -0.660 -0.08 -0.49 -0.44 0.21
H 1.221 1.878 1.580 0.67 -0.71 0.50 0.40
H 1.106 0.915 2.932 -0.67 -0.80 0.84 0.41

[4]
144
Properties=species:S:1:pos:R:3:forces:R:3:mulliken_charge:R:1 method="wB97M-V/def2-TZVPD" homo_lumo_gap_ev=7.12 homo_ev=-10.8 lumo_ev=-3.7223 charge=+1
C 5.667 0.868 1.854 0.33 -0.30 0.23 -0.83
C 5.360 -0.627 1.176 0.37 1.17 1.61 -0.44
O 3.905 -0.816 1.271 0.62 -1.42 -0.68 -0.01
C 3.431 -1.996 0.548 1.84 -0.35 -0.94 -1.04
C 2.245 -2.864 1.233 -0.23 -0.12 -0.89 0.01
C 1.121 -2.034 2.105 1.55 -2.38 0.67 1.28
C 1.550 -1.689 3.649 -1.22 -0.18 0.77 -0.48
Br 2.140 0.251 3.906 -0.41 -1.70 -0.20 0.03
C 2.623 -2.605 4.411 1.81 2.09 1.48 -0.40
C 4.200 -2.471 3.964 0.48 -0.93 0.65 -0.59
Br 2.262 -4.566 4.569 -0.30 0.91 -0.29 -0.15
C -0.133 -3.095 2.249 1.48 -0.07 1.36 -1.85
N -1.409 -2.262 2.141 1.53 0.03 0.24 0.85
C -2.467 -3.057 2.779 -2.75 -2.48 4.30 -0.41
C -2.651 -2.507 4.352 -0.67 2.00 4.17 0.17
C -1.680 -2.965 5.604 -1.80 1.85 0.84 -0.24
C -1.806 -2.397 7.152 -2.66 1.87 -2.53 -0.59
C -2.949 -1.283 7.541 0.69 -2.22 -4.88 -0.42
C -3.970 -0.819 6.321 2.96 -2.21 -0.20 -0.67
C -3.837 -1.397 4.756 1.82 -0.31 2.65 0.56
C -4.933 -0.798 3.691 -0.41 -1.27 0.77 -0.83
C -1.563 -1.649 0.767 -0.83 0.21 -2.07 0.03
C -1.464 -2.768 -0.473 0.67 -1.64 -0.14 0.68
C -2.560 -3.981 -0.392 -6.58 -0.59 -1.79 -0.84
O -3.822 -3.875 -0.894 7.93 0.34 3.12 -0.59
N -2.228 -5.355 0.211 -1.28 1.31 -1.65 0.24
C -3.473 -5.976 0.856 -0.55 -0.76 0.88 -0.75
C -1.959 -6.227 -1.032 0.75 -0.48 -1.38 -0.73
C -3.035 -1.001 0.695 -2.29 0.26 -2.74 -0.32
C -3.434 -0.351 -0.910 -2.96 2.53 0.18 0.54
C -4.551 0.982 -0.873 -0.40 -5.85 -2.32 -0.86
O -4.924 -0.545 -1.360 4.86 1.15 2.07 -0.52
C -0.301 -0.549 0.669 -0.34 -0.31 -1.72 -0.10
C 0.325 -0.406 -0.855 0.83 0.07 -0.43 0.77
C 1.136 0.969 -1.186 0.68 0.78 -1.78 -1.11
N 2.426 1.193 -0.449 -0.18 0.71 -0.77 -0.23
P -0.842 1.214 1.331 3.82 6.83 2.69 0.59
O 0.445 2.124 1.688 -4.82 -3.43 -1.63 -0.65
O -1.750 2.139 0.179 0.82 -1.81 2.19 -0.43
O -1.646 1.110 2.914 0.10 0.28 -3.07 -0.39
O 0.870 -0.793 1.459 -1.91 -0.71 0.12 0.10
H 4.821 1.649 1.639 1.62 -1.66 0.11 0.18
H 5.726 0.774 3.043 -0.08 0.09 -2.66 0.21
H 6.721 1.260 1.456 -2.38 -0.83 0.92 0.31
H 5.765 -0.677 0.080 -0.85 -0.06 1.98 0.35
H 5.887 -1.400 1.911 -0.91 1.28 -1.97 0.29
H 4.375 -2.724 0.456 -2.05 1.24 0.13 0.46
H 3.227 -1.649 -0.573 -0.05 -0.88 2.26 0.25
H 1.633 -3.368 0.339 1.48 1.11 1.77 -0.58
H 2.742 -3.761 1.804 -1.28 1.89 -0.74 0.37
H 0.538 -1.716 4.285 2.21 0.08 -1.26 0.35
H 2.620 -2.225 5.547 -0.29 -0.91 -2.67 0.54
H 4.578 -1.378 3.796 -1.13 -2.08 0.21 -0.02
H 4.431 -3.162 3.045 -0.45 1.54 1.67 0.17
H 4.830 -2.923 4.872 -1.43 0.96 -1.99 0.45
H -0.083 -4.021 1.546 -0.53 2.00 0.95 0.19
H -0.152 -3.541 3.354 0.26 1.14 -2.48 0.16
H -1.230 -1.437 2.794 -0.46 -0.89 -0.67 0.50
H -3.538 -3.104 2.357 2.10 0.67 0.09 0.42
H -2.157 -4.204 2.921 -0.42 2.70 -0.75 0.57
H -0.808 -3.755 5.423 -2.11 1.79 0.38 0.24
H -1.069 -2.721 8.023 -1.65 0.54 -2.36 0.30
H -2.982 -0.884 8.641 -0.16 -0.75 -2.48 0.32
H -4.792 -0.009 6.596 1.86 -1.99 -0.90 0.28
H -4.641 0.232 3.216 -0.32 -2.12 0.89 0.14
H -5.972 -0.652 4.261 2.41 -0.31 -1.21 0.48
H -5.122 -1.654 2.885 0.38 2.15 1.51 0.17
H -1.604 -2.308 -1.538 0.02 -0.54 2.37 0.74
H -0.393 -3.296 -0.505 -2.29 1.24 0.21 -0.45
H -3.061 -6.895 1.496 -0.97 1.93 -1.54 0.32
H -4.265 -6.351 0.064 1.64 0.87 1.65 0.36
H -4.016 -5.263 1.609 1.16 -1.17 -1.56 0.17
H -2.358 -5.715 -2.028 0.61 -1.16 2.18 0.27
H -0.808 -6.384 -1.189 -2.19 0.17 0.47 0.23
H -2.513 -7.260 -0.912 1.35 2.13 -0.22 0.37
H -3.339 -0.200 1.473 1.11 -1.33 -1.24 -0.11
H -3.915 -1.810 0.699 2.30 1.43 0.17 0.55
H -2.534 -0.323 -1.783 -2.95 -0.08 2.49 0.10
H -5.297 1.049 0.030 2.02 0.68 -1.78 0.25
H -4.733 1.352 -1.970 0.61 0.65 2.87 0.41
H -0.412 -0.538 -1.735 0.87 0.29 1.73 0.43
H 1.114 -1.298 -0.948 -1.80 1.85 0.36 -0.56
H 1.425 0.906 -2.344 -1.15 -0.15 2.12 0.39
H 0.507 1.965 -1.097 0.97 -2.36 0.07 0.24
H 3.213 0.604 -0.818 -1.20 0.91 0.37 0.14
H 2.677 2.220 -0.567 -0.32 -1.97 0.27 0.28
H -1.826 3.088 0.490 0.23 -1.37 0.00 0.30
H -1.903 2.043 3.187 0.57 -1.40 -0.61 0.27
C 4.098 -4.543 -2.391 -0.65 0.12 0.14 -1.09
C 5.066 -4.808 -3.271 1.96 -0.05 1.07 0.50
C 4.764 -5.014 -4.714 0.35 -0.27 -1.25 0.67
O 5.677 -5.237 -5.502 -0.63 0.23 0.98 -0.59
C 3.358 -4.946 -5.141 0.22 -0.03 -0.05 -0.78
C 2.390 -4.685 -4.260 -1.22 -0.07 -0.95 0.11
C 2.695 -4.451 -2.822 0.36 0.06 0.67 0.98
O 1.785 -4.196 -2.040 -0.02 -0.03 -0.40 -0.42
O 1.065 -4.623 -4.654 1.30 0.05 1.30 -0.56
O 6.387 -4.898 -2.872 -1.82 0.02 -1.29 -0.57
H 4.304 -4.389 -1.339 0.00 -0.02 -0.07 0.48
H 3.150 -5.116 -6.190 0.00 0.01 -0.01 0.58
H 0.560 -4.419 -3.837 0.21 -0.09 -0.43 0.26
H 6.893 -5.095 -3.691 -0.15 0.07 0.29 0.35
C -1.246 7.362 2.969 -0.29 0.20 0.24 -0.62
C -1.390 6.067 2.683 1.80 -0.65 0.20 0.44
C -2.729 5.482 2.396 -0.71 0.35 0.01 0.66
O -2.828 4.293 2.117 0.32 -0.08 -0.04 -0.48
C -3.898 6.372 2.464 0.27 -0.72 -0.12 -1.10
C -3.755 7.667 2.754 -1.99 0.97 -0.01 0.36
C -2.413 8.257 3.014 0.91 0.76 0.28 0.93
O -2.310 9.454 3.260 -0.42 -0.93 -0.21 -0.64
O -4.850 8.508 2.823 2.14 -0.73 0.05 -0.57
O -0.298 5.220 2.641 -2.07 0.59 -0.16 -0.57
H -0.278 7.801 3.177 -0.04 -0.06 -0.02 0.43
H -4.868 5.931 2.271 0.04 0.04 0.00 0.45
H -4.486 9.393 3.047 -0.16 -0.30 -0.09 0.36
H -0.661 4.337 2.412 0.58 0.17 0.06 0.27
C -0.370 10.053 0.746 0.16 0.12 0.09 -0.42
C -0.857 9.217 -0.173 -0.60 -0.97 0.92 0.36
C -0.681 9.479 -1.629 -0.02 -0.01 -1.06 0.76
O -1.123 8.683 -2.449 0.15 0.28 0.82 -0.63
C 0.026 10.707 -2.027 -0.22 -0.40 -0.07 -0.91
C 0.510 11.544 -1.108 0.85 1.51 -1.02 0.33
C 0.357 11.268 0.347 0.18 0.33 1.10 0.58
O 0.829 12.047 1.168 -0.30 -0.51 -0.89 -0.60
O 1.172 12.701 -1.475 -0.81 -1.44 1.28 -0.56
O -1.544 8.074 0.194 0.59 1.08 -1.31 -0.30
H -0.489 9.874 1.807 0.01 0.12 -0.09 0.31
H 0.131 10.894 -3.088 -0.01 -0.02 0.06 0.42
H 1.426 13.136 -0.632 -0.09 -0.15 -0.35 0.35
H -1.792 7.637 -0.649 0.10 0.24 0.25 0.32
C 2.431 -2.852 -9.880 -0.05 -0.38 0.34 -0.93
C 2.048 -1.663 -10.348 1.21 0.42 -1.58 0.35
C 0.923 -0.912 -9.725 -0.76 0.87 0.13 0.87
O 0.606 0.188 -10.165 0.46 -0.87 0.14 -0.60
C 0.225 -1.534 -8.589 0.08 0.27 -0.22 -0.76
C 0.606 -2.725 -8.123 -1.26 -0.32 1.41 0.34
C 1.748 -3.463 -8.729 0.74 -0.60 -0.36 0.97
O 2.086 -4.547 -8.267 -0.41 0.67 0.00 -0.63
O -0.048 -3.316 -7.058 1.35 0.19 -1.52 -0.58
O 2.684 -1.084 -11.431 -1.37 -0.20 1.60 -0.56
H 3.248 -3.408 -10.322 -0.05 0.03 0.03 0.43
H -0.602 -0.985 -8.157 0.04 -0.03 -0.04 0.43
H 0.414 -4.170 -6.910 -0.20 0.34 0.08 0.31
H 2.225 -0.228 -11.576 0.19 -0.32 0.04 0.35